# 1
ORCA calculation (ωB97M-V/def2-TZVPD) on a cluster of 2 separate species, C9H19BrSi in total at a distorted geometry.

Gap between HOMO and LUMO (eV): 8.81
Energy relative to the best compared isomer or geometry (same formula, charge and spin) (kJ/mol): 311.0
Net charge: 0
HOMO level (hartree): -0.31296

The geometry in XYZ format:
```
30
Properties=species:S:1:pos:R:3:forces:R:3
C -0.288573 -1.961707 2.369720 1.976 0.580 1.845
C 0.331453 -0.867375 1.976703 -0.027 -0.438 1.405
C 0.050811 2.713231 0.668478 0.630 -1.596 -0.823
C -2.225679 0.265814 1.016662 3.521 0.271 -3.476
C 0.389489 -2.345902 -1.028539 3.513 2.514 -1.465
C -0.632642 0.374296 -2.262536 0.293 -2.216 1.230
C 2.094898 0.103872 -1.344617 0.570 -2.844 0.848
C 0.434433 1.470352 1.491553 0.646 3.051 0.815
C -0.002685 0.172406 1.053860 -3.714 -0.999 -3.529
Si 0.322823 -0.381039 -0.814092 1.555 -0.364 -1.120
Br 0.011751 1.813116 3.427199 -1.000 0.274 0.555
H -0.053717 -2.445746 3.351756 -0.253 0.134 -1.502
H -1.056717 -2.129173 1.744676 -3.225 -1.804 -1.382
H 1.078660 -0.554257 2.618832 1.913 0.605 1.240
H 0.609295 2.725827 -0.265194 0.089 -0.448 -0.317
H 0.235199 3.673515 1.035765 0.666 1.157 1.509
H -0.974073 2.739538 0.415893 -1.262 -0.371 -0.275
H -2.596390 -0.465707 0.341933 -0.074 -0.825 -0.443
H -2.570147 1.222132 0.739416 -0.091 1.156 0.060
H -2.163970 -0.000373 1.965315 -0.378 -0.944 4.264
H -0.523945 -2.677069 -1.298102 -3.192 -1.214 -1.030
H 1.136641 -2.599199 -1.940559 -1.595 0.644 2.282
H 0.652852 -2.842657 -0.130283 0.652 -0.517 0.730
H -1.646355 0.175940 -2.081737 -1.822 -1.178 -0.573
H -0.717515 1.372598 -2.140936 0.590 3.752 0.348
H -0.261937 0.172254 -3.257246 -0.046 -0.449 -0.057
H 2.370402 1.099958 -1.541196 0.103 1.484 0.175
H 2.714883 -0.317736 -0.459190 -0.320 0.642 -1.711
H 2.334129 -0.440584 -2.330933 -0.270 0.413 1.652
H 1.471709 1.535696 1.806572 0.554 -0.467 -1.256
```
Forces are in eV/Å.

***

# 2
ORCA calculation (ωB97M-V/def2-TZVPD) on a cluster of 2 separate species, C9H19Cl2N in total at a distorted geometry.

Gap between HOMO and LUMO (alpha / beta) (eV): 8.60 / 8.15
Net charge: 0
HOMO level (alpha / beta) (hartree): -0.31687 / -0.29596

The geometry in XYZ format:
```
31
Properties=species:S:1:pos:R:3:forces:R:3
C -0.260298 0.887857 2.725909 -3.505 0.547 -0.374
C -3.754034 0.663451 0.237729 1.412 -0.844 -0.324
C 0.865498 -1.807069 -1.511621 0.841 -0.579 4.557
C 2.510777 -0.295886 -2.567124 1.071 -3.997 2.549
C 2.529899 -0.468106 -0.047457 -2.071 -0.978 -0.360
C -1.226571 1.185255 1.453697 0.374 0.343 2.070
C -2.461689 -0.090743 -0.151378 -0.879 -0.067 -0.967
C 1.632750 -0.469464 -1.293215 -1.010 0.715 -0.553
C 0.619085 0.713372 -1.119901 0.943 -0.698 0.003
N -1.280171 0.013332 0.666367 -0.111 -0.106 -0.864
Cl -0.354636 0.998713 -2.512025 0.064 0.417 0.221
Cl 1.246534 2.116994 -0.259807 -0.319 -0.303 -1.024
H -0.610763 1.632082 3.431993 0.978 0.716 0.233
H -0.406888 -0.013713 3.300887 -0.419 -0.774 -0.490
H 0.725298 0.902702 2.381694 1.598 0.537 -0.175
H -3.880292 0.468294 1.279687 -0.633 0.314 0.806
H -3.610047 1.691769 -0.012097 -0.448 0.833 0.208
H -4.569601 0.223462 -0.310610 -0.352 0.047 -0.246
H 0.006441 -1.896229 -0.826292 0.171 0.198 -0.254
H 1.493983 -2.714290 -1.254274 -0.084 1.199 0.144
H 0.580674 -2.086719 -2.440020 -1.135 0.159 -3.339
H 2.088764 0.186838 -3.363969 -1.086 1.229 -1.910
H 3.474154 0.077615 -2.269391 0.409 0.512 -0.277
H 2.654328 -1.424706 -2.800529 0.326 2.036 -0.372
H 3.251554 0.293597 -0.152299 0.588 1.076 0.497
H 3.035183 -1.392403 -0.049984 0.799 -1.234 0.139
H 1.870266 -0.451886 0.837479 0.656 0.329 -0.145
H -2.304625 1.545725 1.709668 2.155 -0.355 0.055
H -0.631395 2.066842 1.035228 -1.255 -1.013 -0.114
H -2.816237 -1.115990 -0.349466 0.930 -0.116 0.373
H -2.178684 0.288292 -1.142654 -0.007 -0.141 -0.065
```
Forces are in eV/Å.

***

# 3
ORCA calculation (ωB97M-V/def2-TZVPD) on a cluster of 3 separate species, C9H19ClFN3O7S2 in total at a distorted geometry.

Gap between HOMO and LUMO (eV): 9.46
Net charge: 0
HOMO level (hartree): -0.35064

The geometry in XYZ format:
```
42
Properties=species:S:1:pos:R:3:forces:R:3
O 0.416007 3.581462 -3.039932 -0.651 2.940 0.257
C 0.547863 2.449934 -3.161257 1.303 -2.807 0.449
Cl -0.297613 1.518177 -4.471385 0.304 0.208 0.702
C 1.515909 1.592004 -2.229147 -1.971 -0.064 -1.152
N 2.214815 0.644460 -3.135518 0.509 -0.292 2.414
C 3.660746 0.924872 -3.299720 0.128 -0.897 -0.099
S 4.058217 2.647011 -3.709591 1.620 0.387 -1.801
O 5.413509 2.620051 -4.188123 0.265 -0.524 0.980
O 3.156038 3.218281 -4.660297 -1.220 -0.228 1.015
S 1.943696 -0.958773 -2.741634 0.402 -2.892 -1.720
O 3.091599 -1.748409 -3.040914 1.095 1.124 0.855
O 0.806043 -1.480726 -3.403285 -1.377 1.281 0.973
F 1.716911 -1.092644 -1.147618 0.123 0.927 -1.292
H 0.835517 1.091527 -1.504256 0.388 0.162 -0.479
H 2.178671 2.229070 -1.620611 -0.207 -0.119 -0.571
H 4.008296 0.325702 -4.165755 -0.043 0.707 0.285
H 4.286366 0.578513 -2.448354 -0.344 0.583 -0.272
H 4.112626 3.332881 -2.511685 -0.534 -0.429 -0.353
C -2.788778 0.537022 1.351869 0.078 0.258 -0.404
C -2.205082 0.949834 0.027781 0.126 0.300 -0.014
O -1.291358 1.767328 -0.066542 0.237 -0.101 0.045
N -2.709828 0.394204 -1.096103 -0.038 -0.068 0.203
C -3.775626 -0.580184 -1.227039 0.244 0.173 -0.399
H -2.279850 1.066710 2.150340 0.019 -0.015 -0.091
H -3.849739 0.789812 1.390512 -0.019 -0.165 0.043
H -2.653195 -0.529681 1.506512 -0.180 0.034 0.042
H -2.257481 0.728632 -1.932512 -0.076 -0.058 -0.130
H -3.380549 -1.466542 -1.726535 -0.181 -0.105 0.066
H -4.567462 -0.152609 -1.844645 -0.131 -0.162 0.074
H -4.185085 -0.863266 -0.262314 0.081 0.069 0.015
C -1.825135 -2.946767 4.985704 -0.043 -0.040 -0.004
C -1.580025 -1.668337 4.224436 -0.148 0.205 -0.141
O -2.473202 -1.089096 3.622502 0.066 -0.290 0.390
N -0.318440 -1.163355 4.221718 -0.210 -0.249 0.099
C 0.865147 -1.697072 4.868515 0.006 0.454 -0.290
H -2.873044 -3.220136 4.893864 0.030 0.117 -0.065
H -1.218505 -3.755026 4.573960 0.051 -0.013 0.153
H -1.594549 -2.807754 6.043095 0.094 -0.123 -0.026
H -0.229737 -0.308352 3.693509 0.030 -0.028 0.032
H 1.250148 -0.951482 5.566456 0.128 -0.170 0.095
H 1.623344 -1.891577 4.107853 0.112 -0.129 0.159
H 0.652810 -2.615701 5.406144 -0.067 0.039 -0.043
```
Forces are in eV/Å.

***

What did the second record say?
ORCA calculation (ωB97M-V/def2-TZVPD) on a cluster of 2 separate species, C9H19Cl2N in total at a distorted geometry.

Gap between HOMO and LUMO (alpha / beta) (eV): 8.60 / 8.15
Net charge: 0
HOMO level (alpha / beta) (hartree): -0.31687 / -0.29596

The geometry in XYZ format:
```
31
Properties=species:S:1:pos:R:3:forces:R:3
C -0.260298 0.887857 2.725909 -3.505 0.547 -0.374
C -3.754034 0.663451 0.237729 1.412 -0.844 -0.324
C 0.865498 -1.807069 -1.511621 0.841 -0.579 4.557
C 2.510777 -0.295886 -2.567124 1.071 -3.997 2.549
C 2.529899 -0.468106 -0.047457 -2.071 -0.978 -0.360
C -1.226571 1.185255 1.453697 0.374 0.343 2.070
C -2.461689 -0.090743 -0.151378 -0.879 -0.067 -0.967
C 1.632750 -0.469464 -1.293215 -1.010 0.715 -0.553
C 0.619085 0.713372 -1.119901 0.943 -0.698 0.003
N -1.280171 0.013332 0.666367 -0.111 -0.106 -0.864
Cl -0.354636 0.998713 -2.512025 0.064 0.417 0.221
Cl 1.246534 2.116994 -0.259807 -0.319 -0.303 -1.024
H -0.610763 1.632082 3.431993 0.978 0.716 0.233
H -0.406888 -0.013713 3.300887 -0.419 -0.774 -0.490
H 0.725298 0.902702 2.381694 1.598 0.537 -0.175
H -3.880292 0.468294 1.279687 -0.633 0.314 0.806
H -3.610047 1.691769 -0.012097 -0.448 0.833 0.208
H -4.569601 0.223462 -0.310610 -0.352 0.047 -0.246
H 0.006441 -1.896229 -0.826292 0.171 0.198 -0.254
H 1.493983 -2.714290 -1.254274 -0.084 1.199 0.144
H 0.580674 -2.086719 -2.440020 -1.135 0.159 -3.339
H 2.088764 0.186838 -3.363969 -1.086 1.229 -1.910
H 3.474154 0.077615 -2.269391 0.409 0.512 -0.277
H 2.654328 -1.424706 -2.800529 0.326 2.036 -0.372
H 3.251554 0.293597 -0.152299 0.588 1.076 0.497
H 3.035183 -1.392403 -0.049984 0.799 -1.234 0.139
H 1.870266 -0.451886 0.837479 0.656 0.329 -0.145
H -2.304625 1.545725 1.709668 2.155 -0.355 0.055
H -0.631395 2.066842 1.035228 -1.255 -1.013 -0.114
H -2.816237 -1.115990 -0.349466 0.930 -0.116 0.373
H -2.178684 0.288292 -1.142654 -0.007 -0.141 -0.065
```
Forces are in eV/Å.